Record 1
ORCA calculation (wB97M-V/def2-TZVPD) on a cluster of 2 separate species, CH3O3PS in total.

Geometry as ORCA input:
```
! wB97M-V def2-TZVPD RIJCOSX def2/J DEFGRID3
* xyz 0 1
C 0.06405 -1.22335 -0.28262
O -1.11438 1.04130 -1.42315
O 0.08940 -2.35287 0.21625
O 1.16479 -0.54596 -0.67659
P -1.44828 -0.19650 -0.45469
S 0.29829 1.37113 2.28551
H -0.11941 1.30968 -1.66476
H -0.94658 1.53275 2.38090
H 2.01211 -0.93618 -0.38085
*
```

Output
ΔE to the lowest compared entry with this formula, charge and spin, kJ/mol: 283.0
F_max, eV/A: 3.57

Record 2
ORCA calculation (wB97M-V/def2-TZVPD) on the molecule CH3O3PS.

Geometry as ORCA input:
```
! wB97M-V def2-TZVPD RIJCOSX def2/J DEFGRID3
* xyz 0 1
O 0.02188 1.22563 -0.24090
C 0.35172 0.00770 0.18809
O 0.73951 -0.72568 -0.94456
O -0.60239 -0.54841 1.07278
P 2.22498 0.16988 1.19056
S 2.35243 1.90311 1.93571
H 0.15354 1.06500 -1.24299
H 0.77811 -1.69154 -0.79291
H -1.48673 -0.08013 1.16699
*
```

Output
ΔE to the lowest compared entry with this formula, charge and spin, kJ/mol: 192.1
SMILES: OC(O)(O)P=S
F_max, eV/A: 3.48

Record 3
ORCA calculation (wB97M-V/def2-TZVPD) on a cluster of 2 separate species, CH3O3S in total.

Geometry as ORCA input:
```
! wB97M-V def2-TZVPD RIJCOSX def2/J DEFGRID3
* xyz -1 1
C 0.17226 1.34838 -0.75790
O 2.52142 0.14902 -0.54665
O 1.00126 0.12376 1.49679
O -0.42494 1.87696 0.24054
S 1.18083 0.05788 0.01186
H -1.23025 0.04388 -1.16134
H -0.56246 1.47895 1.08386
H 0.60192 -1.37226 -0.25854
*
```

Output
ΔE to the lowest compared entry with this formula, charge and spin, kJ/mol: 600.3
F_max, eV/A: 4.94

Record 4
ORCA calculation (wB97M-V/def2-TZVPD) on a structure of composition CH3O3S2.

Geometry as ORCA input:
```
! wB97M-V def2-TZVPD RIJCOSX def2/J DEFGRID3
* xyz -1 1
C -1.27772 -0.28271 -0.26423
O 2.15611 0.12693 -0.91826
O 1.34356 -0.86211 1.18770
O 1.61085 1.58093 0.99581
S -2.50183 0.37610 -1.30329
S 1.44027 0.30480 0.32984
H -0.23515 0.32095 -0.22476
H -0.95635 -1.27048 -0.58622
H -1.57975 -0.29442 0.78341
*
```

Output
ΔE to the lowest compared entry with this formula, charge and spin, kJ/mol: 190.5
F_max, eV/A: 1.55

Record 5
ORCA calculation (wB97M-V/def2-TZVPD) on a structure of composition CH3O3Si.

Geometry as ORCA input:
```
! wB97M-V def2-TZVPD RIJCOSX def2/J DEFGRID3
* xyz -1 1
C 1.58969 -0.84458 -0.00432
O 0.75619 -1.64446 0.53069
O 2.77035 -1.21136 -0.23120
O 1.84243 2.02611 0.56432
Si 1.18619 0.95586 -0.28994
H -0.41647 -0.77020 1.11302
H -0.85355 -0.07113 1.13548
H 0.37573 1.42707 -1.46842
*
```

Output
ΔE to the lowest compared entry with this formula, charge and spin, kJ/mol: 227.7
F_max, eV/A: 3.70

Record 6
ORCA calculation (wB97M-V/def2-TZVPD) on a cluster of 2 separate species, CH3O4P in total.

Geometry as ORCA input:
```
! wB97M-V def2-TZVPD RIJCOSX def2/J DEFGRID3
* xyz -2 1
C 0.43419 -0.22542 -0.15631
O -3.60537 1.01878 0.78564
O -4.25968 -0.26134 -1.37814
O -4.24232 -1.39034 0.94440
O -0.90931 0.26885 -0.36314
P -3.81234 -0.24912 0.06811
H 0.84628 -0.46045 -1.15942
H 0.57110 -1.11086 0.41767
H -0.95003 0.66963 0.52437
*
```

Output
ΔE to the lowest compared entry with this formula, charge and spin, kJ/mol: 196.9
F_max, eV/A: 2.92